{
  "formula": "C48H56ClGdN4O5",
  "method": "ωB97M-V/def2-TZVPD",
  "elements": ["Gd", "C", "C", "C", "C", "C", "C", "C", "C", "C", "C", "C", "C", "C", "C", "C", "C", "C", "H", "H", "H", "H", "H", "H", "H", "H", "H", "H", "H", "H", "H", "H", "H", "H", "H", "H", "H", "H", "H", "H", "H", "H", "H", "H", "H", "H", "H", "N", "C", "O", "C", "C", "C", "N", "C", "C", "H", "H", "H", "H", "H", "H", "N", "C", "O", "C", "C", "C", "N", "C", "C", "H", "H", "H", "H", "H", "H", "C", "C", "C", "C", "C", "C", "C", "C", "C", "C", "H", "H", "H", "H", "H", "H", "H", "C", "C", "C", "C", "Cl", "C", "C", "C", "O", "C", "C", "O", "O", "H", "H", "H", "H", "H", "H", "H", "H"],
  "xyz": [[0.493, -0.199, -0.068], [1.920, 1.236, 1.663], [2.884, 0.686, 0.737], [2.798, 1.504, -0.451], [1.814, 2.485, -0.205], [1.299, 2.361, 1.096], [0.559, 3.450, 1.852], [0.089, 2.951, 3.222], [-0.647, 3.984, 1.070], [1.549, 4.608, 2.066], [3.619, 1.531, -1.744], [3.063, 2.596, -2.704], [3.542, 0.195, -2.498], [5.077, 1.928, -1.464], [4.001, -0.165, 1.369], [4.786, -1.097, 0.435], [4.984, 0.803, 2.055], [3.409, -1.100, 2.444], [1.907, 1.011, 2.717], [1.535, 3.274, -0.887], [-0.496, 2.036, 3.123], [-0.530, 3.710, 3.705], [0.939, 2.746, 3.875], [-1.389, 3.202, 0.917], [-0.333, 4.359, 0.093], [-1.112, 4.810, 1.614], [2.469, 4.244, 2.526], [1.113, 5.376, 2.710], [1.808, 5.067, 1.110], [2.016, 2.397, -2.946], [3.634, 2.574, -3.634], [3.155, 3.597, -2.279], [2.500, -0.038, -2.732], [3.962, -0.626, -1.922], [4.092, 0.261, -3.440], [5.101, 2.858, -0.892], [5.611, 2.089, -2.404], [5.622, 1.176, -0.900], [5.156, -0.605, -0.456], [4.169, -1.947, 0.139], [5.653, -1.485, 0.975], [5.483, 1.431, 1.318], [5.742, 0.252, 2.618], [4.447, 1.458, 2.743], [2.584, -1.682, 2.020], [3.053, -0.563, 3.322], [4.178, -1.798, 2.780], [-5.533, -4.410, -3.111], [-5.610, -3.123, -2.691], [-6.647, -2.494, -2.655], [-4.308, -2.518, -2.249], [-4.315, -1.633, -1.179], [-3.120, -1.067, -0.776], [-1.952, -1.317, -1.370], [-1.958, -2.142, -2.414], [-3.101, -2.763, -2.889], [-6.377, -4.877, -3.394], [-4.675, -4.932, -3.087], [-5.245, -1.404, -0.677], [-3.096, -0.373, 0.053], [-0.996, -2.320, -2.884], [-3.042, -3.417, -3.750], [-3.985, -1.096, 6.238], [-3.357, -2.046, 5.499], [-3.493, -3.236, 5.687], [-2.472, -1.519, 4.404], [-1.266, -2.159, 4.147], [-0.479, -1.705, 3.106], [-0.820, -0.676, 2.325], [-1.976, -0.062, 2.580], [-2.831, -0.446, 3.598], [-4.566, -1.401, 7.001], [-3.763, -0.121, 6.160], [-0.963, -3.001, 4.753], [0.461, -2.193, 2.873], [-2.219, 0.780, 1.940], [-3.772, 0.070, 3.739], [-2.102, -5.767, -0.298], [-2.273, -4.579, 0.440], [-1.316, -3.604, 0.400], [-0.138, -3.725, -0.384], [0.813, -2.646, -0.485], [1.955, -2.947, -1.202], [2.196, -4.193, -1.820], [1.259, -5.181, -1.768], [0.058, -4.965, -1.053], [-0.950, -5.959, -1.007], [-2.870, -6.531, -0.278], [-3.164, -4.447, 1.042], [-1.455, -2.699, 0.974], [2.740, -2.204, -1.309], [3.123, -4.345, -2.360], [1.427, -6.137, -2.250], [-0.780, -6.886, -1.545], [0.595, 3.528, -5.655], [-0.215, 2.263, -5.686], [-0.218, 1.439, -6.800], [-1.008, 0.299, -6.836], [-1.002, -0.703, -8.255], [-1.803, -0.039, -5.760], [-1.801, 0.773, -4.636], [-1.011, 1.911, -4.589], [-0.973, 2.785, -3.542], [-1.620, 2.451, -2.340], [-0.902, 1.388, -1.515], [0.049, 0.744, -2.021], [-1.295, 1.221, -0.329], [1.216, 3.610, -6.545], [1.231, 3.564, -4.770], [-0.070, 4.393, -5.614], [0.399, 1.685, -7.654], [-2.424, -0.924, -5.790], [-2.418, 0.493, -3.793], [-2.658, 2.136, -2.502], [-1.633, 3.362, -1.743]],
  "lowdin_spin": [6.8217, -0.0036, 0.0156, -0.0055, -0.0053, -0.0084, -0.0005, 0.0000, -0.0001, -0.0005, -0.0002, -0.0001, 0.0000, -0.0001, 0.0028, 0.0003, 0.0018, 0.0013, 0.0002, 0.0000, 0.0001, 0.0000, 0.0000, 0.0000, 0.0000, 0.0000, -0.0001, -0.0001, 0.0000, 0.0000, 0.0000, 0.0000, -0.0001, 0.0001, 0.0000, 0.0000, 0.0000, 0.0000, 0.0000, -0.0001, 0.0000, 0.0000, 0.0004, 0.0000, 0.0006, 0.0000, 0.0001, 0.0000, 0.0000, -0.0001, 0.0000, -0.0001, -0.0003, -0.0050, 0.0000, -0.0001, 0.0000, 0.0000, 0.0000, 0.0000, 0.0001, 0.0000, 0.0000, 0.0000, 0.0001, 0.0002, 0.0000, 0.0001, -0.0080, -0.0001, -0.0001, 0.0000, 0.0000, 0.0000, 0.0004, 0.0001, 0.0000, 0.0011, -0.0021, 0.0034, 0.0207, 0.1601, 0.0121, 0.0065, -0.0074, 0.0059, -0.0001, 0.0001, -0.0001, 0.0002, 0.0016, 0.0010, -0.0002, 0.0003, 0.0000, 0.0000, 0.0000, 0.0001, 0.0000, 0.0000, 0.0000, 0.0000, -0.0001, 0.0013, -0.0023, -0.0018, -0.0074, 0.0000, 0.0000, 0.0000, 0.0000, 0.0000, 0.0000, 0.0000, 0.0000],
  "e_tot_ha": -3683.87872,
  "charge": 0,
  "s2": 16.059,
  "spin_multiplicity": 8,
  "homo_lumo_gap_ev": [7.07, 6.37],
  "largest_force_ha_per_bohr": 0.0426
}